Record 1
This record from the Open Molecules 2025 dataset describes 2 unconnected molecules or ions with the total composition C2HFNO2. The level of theory is the ωB97M-V functional and the def2-TZVPD basis.

Geometry as XYZ:
```
7
Properties=species:S:1:pos:R:3:forces:R:3
C -0.03856 0.36121 0.00239 4.02 -3.50 0.17
C -1.27766 -0.23890 0.07896 -0.07 1.84 1.01
N 1.65189 -1.00438 0.05013 -3.56 1.15 -0.13
O -2.24008 -0.51112 0.72562 -1.02 -1.15 -0.21
O -0.92853 0.08199 -1.16385 -1.09 -0.66 -1.36
F 2.66155 -0.06525 0.15091 1.43 1.00 0.12
H 0.17140 1.37645 0.15584 0.27 1.33 0.40
```
Forces are in eV/Å.

Output
- total charge = -1
- ΔE to the lowest compared entry with this formula, charge and spin (kJ/mol) = 521.53
- gap between HOMO and LUMO (spin up / spin down) (eV) = 6.66 / 6.66
- HOMO (spin up / spin down) (eV) = -2.42 / -2.43
- calculated total energy (Ha) = -381.708012

***

Record 2
This record from the Open Molecules 2025 dataset describes a molecular structure, C33H27N12OPtS. The level of theory is the ωB97M-V functional and the def2-TZVPD basis.

Geometry as XYZ:
```
75
Properties=species:S:1:pos:R:3:forces:R:3
Pt -1.82461 1.50545 1.36528 -0.28 0.38 -0.26
N -4.65569 -0.06625 4.15900 0.01 -0.02 0.01
C -3.62668 0.42058 3.45396 0.06 0.00 0.04
S -3.78416 0.43500 1.71563 -0.15 -0.16 0.12
N -2.57429 0.82917 4.11981 -0.01 -0.02 -0.08
N -1.60241 1.33165 3.30947 0.05 0.12 0.21
C -0.48120 1.71693 3.82948 0.01 0.05 -0.11
C -0.15935 1.63424 5.26717 0.00 -0.05 0.03
C -0.25347 0.42464 5.95182 0.03 0.02 -0.01
C 0.07657 0.36338 7.29512 0.00 0.00 0.00
C 0.48390 1.50826 7.96697 0.00 0.00 0.00
C 0.56869 2.71728 7.29236 0.00 0.00 0.00
C 0.25630 2.77963 5.94340 -0.03 -0.01 0.01
C 0.46923 2.30910 2.86704 -0.14 0.03 -0.06
C 1.79772 2.54114 3.18460 -0.05 0.03 0.05
C 2.62780 3.13218 2.24803 0.05 0.03 -0.02
C 2.09979 3.50362 1.02526 -0.01 0.02 0.01
C 0.77395 3.21140 0.76537 -0.17 0.11 0.07
N -0.03097 2.60872 1.63951 0.45 -0.44 0.09
H -5.50191 -0.35449 3.70379 0.00 0.00 0.00
H -4.60676 -0.06322 5.16330 -0.01 0.01 0.00
H -0.58918 -0.46114 5.43088 0.00 -0.01 -0.01
H 0.00945 -0.57868 7.82249 0.00 0.00 0.00
H 0.73265 1.45819 9.01859 0.00 0.00 0.00
H 0.87579 3.61273 7.81554 0.00 0.00 0.00
H 0.31700 3.72587 5.41930 0.00 0.00 0.00
H 2.16498 2.25668 4.15954 0.00 -0.01 0.00
H 3.66941 3.31186 2.47677 0.00 0.00 0.00
H 2.69755 3.99943 0.27441 0.00 0.01 0.00
H 0.32539 3.50447 -0.17012 0.02 -0.05 -0.04
C 2.58561 -3.14916 0.48861 -0.03 0.05 0.04
N 1.88459 -1.87162 0.50054 0.02 0.00 -0.05
C 0.65713 -1.59908 0.96004 -0.14 -0.09 -0.13
N 0.24803 -0.42448 0.52127 0.21 -0.01 0.05
C 1.30260 -0.01019 -0.22505 0.11 -0.02 0.03
N 2.31396 -0.84856 -0.26941 -0.03 -0.02 0.02
C 2.14354 -4.01654 -0.67221 -0.02 0.01 -0.01
C 2.11850 -5.40088 -0.56042 0.03 0.00 0.01
C 1.72625 -6.18479 -1.63859 0.01 -0.03 0.02
C 1.33250 -5.60045 -2.83056 -0.01 0.00 -0.03
C 1.33880 -4.21411 -2.93640 0.03 0.02 0.01
C 1.75682 -3.43184 -1.86805 -0.04 -0.01 0.03
C 0.92826 -3.53646 -4.16433 -0.01 0.03 0.03
N 0.88787 -3.96696 -5.37433 0.00 -0.03 0.00
N 0.48234 -2.89563 -6.16051 0.00 -0.01 0.00
C 0.31145 -1.90390 -5.36027 0.00 0.03 0.02
O 0.56569 -2.22754 -4.07003 0.01 -0.03 -0.02
C -0.07982 -0.53136 -5.67929 0.01 -0.01 -0.04
C 0.21962 -0.02888 -6.93861 0.00 0.01 -0.01
C -0.13531 1.27238 -7.25791 0.00 -0.01 0.01
C -0.79803 2.05623 -6.33020 -0.01 -0.01 0.00
C -1.11927 1.54693 -5.07398 -0.03 0.03 -0.05
C -1.95252 2.42997 -4.17539 -0.09 0.03 0.04
N -2.18831 1.91659 -2.83272 0.03 -0.04 -0.01
C -1.56030 2.18601 -1.69475 -0.10 0.10 0.04
N -2.16265 1.55437 -0.69400 0.05 0.02 -0.14
C -3.17353 0.87494 -1.31907 0.00 -0.01 0.04
N -3.21868 1.07950 -2.60586 0.03 -0.06 0.02
C -0.75086 0.25505 -4.74296 0.01 -0.01 0.04
H 2.38919 -3.65131 1.43529 0.02 0.01 0.01
H 3.64906 -2.91779 0.43874 0.00 -0.03 -0.02
H 0.09515 -2.28157 1.57787 0.00 0.01 0.01
H 1.33577 0.92866 -0.75467 -0.01 0.00 0.02
H 2.40645 -5.87628 0.37005 0.00 0.00 0.00
H 1.71543 -7.26186 -1.54067 0.00 0.00 0.00
H 1.01437 -6.20387 -3.66973 0.00 0.01 -0.01
H 1.78317 -2.35881 -1.98247 0.00 0.02 0.01
H 0.73216 -0.65989 -7.65153 0.00 0.00 0.00
H 0.10394 1.67438 -8.23284 0.00 0.00 0.00
H -1.08444 3.06925 -6.58920 0.00 0.00 0.00
H -2.94534 2.54542 -4.60981 0.00 0.06 0.00
H -1.51870 3.42533 -4.07892 0.06 -0.03 0.00
H -0.72015 2.85061 -1.63368 0.03 -0.01 -0.02
H -3.87310 0.23597 -0.81078 0.00 -0.01 0.00
H -1.00271 -0.16561 -3.77698 0.00 0.00 -0.01
```
Forces are in eV/Å.

Output
- total charge = +1
- ΔE to the lowest compared entry with this formula, charge and spin (kJ/mol) = 0.00
- gap between HOMO and LUMO (eV) = 7.20
- HOMO (eV) = -10.69
- calculated total energy (Ha) = -2523.426339

***

Record 3
This record from the Open Molecules 2025 dataset describes 2 unconnected molecules or ions with the total composition C2H5NOS. The level of theory is the ωB97M-V functional and the def2-TZVPD basis.

Geometry as XYZ:
```
10
Properties=species:S:1:pos:R:3:forces:R:3
C 0.19936 0.84724 -0.67329 -0.66 -0.46 -0.43
C 0.02617 0.28717 0.73658 -0.52 1.64 0.49
N 1.17095 0.02013 0.01239 2.29 -1.58 -1.54
O -0.21118 -2.61266 -1.27221 2.94 2.31 -0.38
S 1.84284 -1.40364 -0.44191 -2.87 -0.05 -0.40
H -0.21317 0.36237 -1.56659 -0.21 0.07 0.68
H 0.30844 1.93671 -0.77376 0.49 -0.61 0.21
H 0.25817 1.06081 1.43059 -0.19 0.63 0.79
H -0.62839 -0.42540 1.16657 -0.61 -1.04 -0.53
H 0.05851 -2.17679 -2.13329 -0.66 -0.91 1.12
```
Forces are in eV/Å.

Output
- total charge = 0
- ΔE to the lowest compared entry with this formula, charge and spin (kJ/mol) = 520.46
- gap between HOMO and LUMO (spin up / spin down) (eV) = 7.68 / 7.67
- HOMO (spin up / spin down) (eV) = -9.47 / -9.46
- calculated total energy (Ha) = -607.208584

***

Record 4
This record from the Open Molecules 2025 dataset describes C5H11N in the gas phase. The level of theory is the ωB97M-V functional and the def2-TZVPD basis.

Geometry as XYZ:
```
17
Properties=species:S:1:pos:R:3:forces:R:3
C -0.22304 2.23838 -0.53689 0.59 -0.45 -0.51
C -0.53891 0.77878 -0.29032 -0.17 0.22 -0.62
C 0.35013 -0.19469 0.01799 0.34 0.31 0.18
C 1.72390 -0.22887 -0.58106 0.56 -0.73 -0.51
N 0.03160 -1.34494 0.69383 -0.73 0.14 -0.52
C -1.35250 -1.61285 1.04618 1.38 -0.69 0.75
H 0.41332 2.66393 0.23836 -0.05 -0.06 0.16
H -1.17024 2.77314 -0.52346 0.11 0.20 -0.12
H 0.30242 2.43670 -1.47976 -0.23 0.11 -0.12
H -1.52050 0.51063 -0.67040 -0.41 -0.20 1.20
H 2.46047 -0.90702 -0.13444 0.00 0.53 0.70
H 1.55345 -0.78602 -1.51221 -0.14 0.24 -0.17
H 2.17691 0.70340 -0.90228 -0.11 0.20 0.42
H 0.77930 -1.88044 1.08864 -0.04 -0.14 -0.09
H -1.85510 -1.91681 0.13450 -0.75 0.24 0.22
H -1.78913 -0.81039 1.63967 -0.27 0.55 -0.71
H -1.34207 -2.42293 1.77165 -0.07 -0.49 -0.28
```
Forces are in eV/Å.

Output
- total charge = 0
- ΔE to the lowest compared entry with this formula, charge and spin (kJ/mol) = 162.92
- structure (SMILES) = C/C=C(\C)NC
- gap between HOMO and LUMO (eV) = 8.09
- HOMO (eV) = -7.03
- calculated total energy (Ha) = -251.800477

***

Record 5
This record from the Open Molecules 2025 dataset describes C3H5NO2S in the gas phase. The level of theory is the ωB97M-V functional and the def2-TZVPD basis.

Geometry as XYZ:
```
12
Properties=species:S:1:pos:R:3:forces:R:3
C 1.06710 0.03393 -0.79841 -0.87 -0.58 -0.01
C -0.15365 -0.05876 0.09271 -0.59 -2.24 -1.24
N -1.01476 -1.02710 -0.04304 0.76 0.77 -0.38
S -0.76562 -2.13518 -1.34925 -0.08 0.71 0.80
C -0.44649 0.87408 1.22110 -0.97 -0.25 0.12
O -1.24579 0.65287 2.09001 0.50 0.18 0.03
O 0.22912 2.01861 1.07945 0.74 0.67 0.57
H 1.74930 0.78102 -0.43184 0.28 0.29 -0.37
H 0.76387 0.11214 -1.86541 0.17 0.62 0.61
H 1.52424 -0.96107 -0.79044 0.30 0.09 0.31
H -1.88756 -2.83158 -1.11229 0.07 0.09 0.08
H 0.18025 2.54103 1.90741 -0.31 -0.35 -0.52
```
Forces are in eV/Å.

Output
- total charge = 0
- ΔE to the lowest compared entry with this formula, charge and spin (kJ/mol) = 69.20
- structure (SMILES) = C/C(=N\S)C(=O)O
- gap between HOMO and LUMO (eV) = 9.57
- HOMO (eV) = -9.38
- calculated total energy (Ha) = -720.720141

***

Record 6
This record from the Open Molecules 2025 dataset describes C23H28N2O5S in the gas phase. The level of theory is the ωB97M-V functional and the def2-TZVPD basis.

Geometry as XYZ:
```
59
Properties=species:S:1:pos:R:3:forces:R:3
O 1.90786 1.83618 2.01185 0.05 0.11 0.09
C 1.27308 0.83954 1.73657 -0.16 -0.09 -0.08
N -0.08359 0.82952 1.52314 -0.09 -0.44 -0.10
C -0.98316 1.88899 1.57077 -0.31 0.46 -0.05
C -0.60394 3.20456 1.83981 0.22 -0.02 0.03
C -1.55665 4.20682 1.89165 -0.25 -0.09 -0.09
C -2.89485 3.92733 1.66134 -0.05 0.18 0.10
C -3.25852 2.62602 1.37439 -0.57 -0.16 -0.02
S -4.97438 2.22921 1.01616 -0.28 -0.08 -0.20
O -5.80605 3.17847 1.69429 0.27 0.24 -0.09
O -5.15776 0.82849 1.26731 0.32 0.00 -0.13
N -5.21023 2.45594 -0.60808 -0.03 -0.20 1.09
C -5.30508 3.80471 -1.10918 0.10 0.74 0.06
C -3.97504 4.31555 -1.66818 -0.18 -0.12 -0.20
C -3.44200 3.33454 -2.71035 0.21 0.02 0.22
C -3.29455 1.95003 -2.08260 -0.23 0.07 -0.18
C -4.64366 1.49511 -1.52107 0.47 -0.56 -0.16
C -2.33042 1.60964 1.33260 0.21 -0.11 0.08
C 1.90701 -0.49957 1.61920 0.24 -0.23 -0.06
C 3.06286 -0.73501 2.36545 -0.17 0.06 -0.09
C 3.70367 -1.94945 2.30469 -0.01 -0.22 -0.12
C 3.21971 -2.96582 1.47413 -0.09 0.33 0.12
O 3.92894 -4.12243 1.50930 0.05 0.30 0.10
C 3.55475 -5.23208 0.72343 -0.03 -0.32 -0.65
C 4.09603 -5.19136 -0.72050 0.06 -0.30 0.56
C 5.58436 -4.80835 -0.77605 -0.12 0.05 -0.05
C 5.65738 -3.87706 -1.98422 -0.24 -0.01 0.02
C 4.27486 -3.23188 -1.94440 0.25 0.30 -0.14
O 3.39324 -4.25917 -1.53046 -0.15 -0.12 0.04
C 2.08713 -2.72599 0.70087 0.07 -0.40 -0.05
C 1.44049 -1.50645 0.78015 0.08 0.23 0.24
H -0.51002 -0.07342 1.36770 0.17 0.13 0.10
H 0.43478 3.42566 2.02047 0.00 0.00 0.01
H -1.24921 5.21658 2.11693 0.03 0.08 0.03
H -3.65734 4.68711 1.71854 -0.05 0.15 0.03
H -5.65782 4.41950 -0.28107 -0.09 0.13 -0.21
H -6.06356 3.81764 -1.90127 0.00 0.00 0.08
H -3.24755 4.41444 -0.86006 -0.01 0.07 -0.03
H -4.12693 5.29960 -2.11401 0.01 0.06 0.05
H -2.47915 3.67874 -3.09246 -0.04 0.00 -0.08
H -4.13964 3.28010 -3.54950 -0.01 0.01 -0.11
H -2.95127 1.22883 -2.82607 0.04 -0.06 0.03
H -2.55543 1.99419 -1.27977 0.04 -0.05 -0.04
H -4.55900 0.55729 -0.97177 -0.03 -0.08 -0.25
H -5.35247 1.35292 -2.34578 0.00 -0.02 0.08
H -2.67247 0.60465 1.13487 0.03 -0.18 -0.01
H 3.43886 0.05617 2.99572 0.04 0.07 0.05
H 4.58917 -2.14377 2.88903 0.10 -0.02 0.08
H 4.00307 -6.09245 1.22904 -0.11 0.04 -0.07
H 2.46805 -5.36022 0.70444 0.05 0.00 0.07
H 3.91751 -6.18633 -1.15242 0.04 0.08 0.11
H 6.22433 -5.68201 -0.87148 0.03 -0.03 0.04
H 5.85178 -4.27027 0.13431 0.05 -0.03 -0.03
H 6.45967 -3.14718 -1.91301 0.06 0.02 -0.03
H 5.77435 -4.45226 -2.90337 0.02 0.04 -0.04
H 3.92682 -2.87141 -2.91352 0.05 0.04 0.06
H 4.25283 -2.40067 -1.22397 0.00 -0.04 -0.08
H 1.72327 -3.46716 0.00804 0.03 -0.04 -0.03
H 0.58588 -1.34231 0.13846 -0.07 0.01 -0.05
```
Forces are in eV/Å.

Output
- total charge = 0
- ΔE to the lowest compared entry with this formula, charge and spin (kJ/mol) = 109.07
- structure (SMILES) = O=C(Nc1cccc(S(=O)(=O)N2CCCCC2)c1)c1ccc(OC[C@@H]2CCCO2)cc1
- gap between HOMO and LUMO (eV) = 9.15
- HOMO (eV) = -8.65
- calculated total energy (Ha) = -1777.143143